[1]
This record from the Open Molecules 2025 dataset describes an isolated molecule of CH3P3 in a non-equilibrium geometry. The level of theory is wB97M-V/def2-TZVPD.

Each line ends with the natural charge from an NBO analysis.
Cartesian coordinates (Å):
C  -0.40475  1.07501  -0.22791  -1.1202
P  1.43915  1.10859  -0.16623  0.4157
P  1.97595  -1.06684  -0.26842  -0.2538
P  -0.25904  -0.60176  0.00641  0.7594
H  -1.09713  1.81388  0.05604  0.2583
H  -1.23673  -1.38283  -0.68275  -0.0291
H  -0.41746  -0.94605  1.28286  -0.0302

Values from the calculation:
**Energy relative to the best compared isomer or geometry (same formula, charge and spin)**: 20.9 kcal/mol
**HOMO**: -7.9 eV
**Total energy**: -1063.84351 Eh
**Kohn-Sham gap**: 7.4 eV
**Structure (SMILES)**: C1=P2=P[PH2]12



[2]
This record from the Open Molecules 2025 dataset describes a cluster of 4 separate species, C27H43Cl2FINO11S5 in total in a non-equilibrium geometry. The level of theory is wB97M-V/def2-TZVPD.

Each line ends with the Löwdin charge.
Cartesian coordinates (Å):
C  -2.52116  -6.76539  -0.90143  0.0698
C  -3.20622  -5.94316  -1.44534  -0.1697
C  -4.07729  -4.83718  -1.87671  -0.1983
C  -3.36541  -3.53606  -2.35103  -0.2026
C  -3.28310  -2.43251  -1.25682  -0.1817
C  -2.00030  -2.34128  -0.38872  -0.7158
I  -0.38830  -3.72092  -0.87277  1.0584
N  -2.37926  -2.70115  0.99697  0.0310
C  -2.72379  -1.61758  1.78468  -0.4634
O  -3.32178  -1.72649  2.81088  0.1435
C  -2.28676  -0.26594  1.05911  -0.3031
C  -1.61410  0.72099  2.06599  -0.1854
O  -1.34368  0.11086  3.33055  -0.0221
C  -0.07195  0.35404  3.79767  -0.5186
C  0.29437  1.79922  4.11998  0.0212
O  0.71504  -0.52823  3.96295  0.1172
S  -3.92697  0.48844  0.78307  0.6716
O  -4.60579  0.65616  2.02390  -0.2115
O  -4.67785  -0.14975  -0.25084  -0.2709
F  -3.55400  1.95501  0.29218  -0.1914
C  -1.40471  -0.86708  -0.08226  -0.5674
S  0.10685  -1.32708  0.89513  0.8118
C  -1.16321  -0.24003  -1.48904  -0.6291
Cl  -2.47661  0.79899  -2.11445  0.7767
C  0.13126  0.59265  -1.74030  -0.7566
C  0.38001  1.72909  -0.74524  -0.1211
Cl  1.57821  -0.42280  -2.03982  0.6415
H  -1.82772  -7.42166  -0.43365  0.0228
H  -4.62674  -5.20328  -2.75060  0.1115
H  -4.83426  -4.60111  -1.12747  0.1130
H  -4.03493  -3.13034  -3.11539  0.1123
H  -2.41872  -3.72847  -2.85353  0.0405
H  -3.52988  -1.48752  -1.73443  0.0595
H  -4.10873  -2.64571  -0.57837  0.1086
H  -2.97293  -3.51041  1.10115  0.1510
H  -2.28050  1.56638  2.25578  0.1218
H  -0.69558  1.12877  1.65312  0.0848
H  1.34047  1.81907  4.40025  0.0784
H  -0.35244  2.23213  4.87721  0.0862
H  0.20723  2.36397  3.18417  0.0837
H  1.07197  -0.44422  0.57879  -0.1056
H  -1.09433  -1.07746  -2.18427  0.0740
H  -0.05445  1.07942  -2.69421  0.0518
H  -0.56140  2.01074  -0.26729  0.0723
H  0.68594  2.60009  -1.32844  0.0472
H  1.17499  1.53577  -0.02638  0.0683
C  1.88300  5.92944  -4.82616  -0.2192
C  2.97186  6.22098  -3.78498  -0.2117
C  3.03118  5.01824  -2.83468  -0.2139
S  2.49050  3.59818  -3.79364  0.6788
O  1.24738  3.11327  -3.23765  -0.3343
O  3.60150  2.71222  -4.01903  -0.3143
C  2.12713  4.49853  -5.29512  -0.2275
H  1.91849  6.63175  -5.65742  0.1159
H  0.89721  6.00612  -4.36204  0.1198
H  3.93365  6.34124  -4.28737  0.1174
H  2.77159  7.14112  -3.23828  0.1146
H  4.03681  4.82995  -2.46770  0.1044
H  2.34658  5.13260  -1.99600  0.1048
H  1.26921  4.04832  -5.78922  0.1093
H  3.00605  4.43417  -5.93579  0.1090
C  2.43410  -4.05134  -4.81469  -0.2153
C  2.34344  -4.83712  -6.13006  -0.2134
C  0.89982  -5.33804  -6.26486  -0.2182
S  -0.12198  -4.15698  -5.37453  0.6512
O  -0.71271  -4.82182  -4.23988  -0.3614
O  -0.92892  -3.41206  -6.30864  -0.3233
C  1.21909  -3.13069  -4.79424  -0.2422
H  3.36219  -3.48608  -4.74266  0.1169
H  2.39256  -4.74093  -3.96809  0.1196
H  2.58446  -4.17686  -6.96574  0.1160
H  3.04911  -5.66652  -6.15500  0.1128
H  0.57036  -5.37735  -7.30002  0.1013
H  0.76428  -6.31102  -5.79619  0.1040
H  0.97834  -2.74737  -3.80521  0.0434
H  1.33254  -2.30697  -5.49892  0.1115
C  0.51985  2.66782  9.77886  -0.2215
C  1.32849  1.36458  9.73316  -0.2128
C  1.96836  1.27040  8.34228  -0.2138
S  2.18852  2.96222  7.77846  0.6681
O  1.34293  3.17750  6.62939  -0.3271
O  3.59180  3.28367  7.74360  -0.3207
C  1.43120  3.74452  9.19783  -0.2319
H  0.20708  2.91558  10.79210  0.1146
H  -0.37745  2.56792  9.16410  0.1195
H  2.10854  1.39332  10.49667  0.1164
H  0.70489  0.49523  9.93571  0.1146
H  2.93801  0.78007  8.36572  0.1038
H  1.31663  0.76651  7.63044  0.1044
H  0.90196  4.63935  8.87880  0.1070
H  2.22891  4.00734  9.89198  0.1074

Values from the calculation:
**HOMO**: -8.0 eV
**Total energy**: -5245.72586 Eh
**Kohn-Sham gap**: 8.3 eV



Which of these has the highest HOMO? CH3P3